Entry 1:
C33H47BN4O2P2Ru | ωB97M-V with the def2-TZVPD basis set

Geometry as XYZ:
```
90
Properties=species:S:1:pos:R:3:forces:R:3
Ru 2.0952 0.6976 0.2018 -0.8 0.3 0.9
C 1.0087 -4.1497 -0.4180 0.1 -3.0 0.5
C 0.8679 -2.9330 -0.9127 1.5 2.7 -0.9
C -0.3599 -2.1010 -1.0076 -0.3 0.0 1.6
C -0.5987 -0.9882 0.0527 -1.8 -0.6 -0.5
C -0.1063 -1.1280 1.4510 1.4 1.6 0.1
C 0.2099 -2.2595 2.1009 -0.2 1.0 -0.2
C -0.3325 -3.5849 1.6804 -0.2 -0.6 0.6
C 0.6210 -4.5401 0.9622 -1.9 -1.5 -0.6
C 2.3138 1.2500 2.1849 0.7 -0.6 0.8
H 1.3182 -5.0409 -1.0625 1.5 1.5 1.1
H 1.8618 -2.4016 -1.0392 -0.9 -0.7 -1.9
H -1.2393 -2.7787 -0.9787 0.6 0.4 -0.2
H -0.3592 -1.5961 -1.9898 0.3 -0.5 0.5
H -0.3409 -0.0084 -0.4047 0.0 -0.1 0.4
H -1.7008 -1.0075 0.1313 0.0 0.7 -0.2
H 0.0255 -0.0986 1.9031 0.1 -1.3 0.0
H 0.7608 -2.1758 3.0455 -0.4 -0.2 -0.3
H -1.2800 -3.4536 1.1325 0.5 -0.1 0.1
H -0.6080 -4.0647 2.6303 -0.1 -0.1 -0.2
H 1.5000 -4.7457 1.5975 0.0 0.4 -0.5
H 0.1752 -5.5447 0.8255 -0.2 0.2 0.7
H 2.2041 0.3135 2.8033 0.0 1.0 -0.5
H 1.5841 2.0249 2.5311 0.5 -0.6 -0.6
H 3.3729 1.5972 2.3433 -0.9 -0.1 -0.3
P -1.5076 2.4512 0.8968 -5.1 1.6 2.3
P -1.1182 1.1691 -2.6933 -2.6 0.3 -0.7
N -2.9409 2.0983 2.2146 1.1 -0.4 -0.7
N -1.9719 4.1194 0.9484 1.1 1.1 -0.3
N -2.5844 0.3102 -2.8995 -0.2 -0.9 0.0
N -1.2916 1.9216 -4.3094 1.0 1.0 -1.1
C -2.6402 2.1675 -0.5106 0.0 -1.2 -0.5
C -1.9461 2.5716 -1.8259 0.8 0.5 0.2
C -2.7826 1.9622 3.5880 -1.0 -0.7 0.2
C -4.0260 1.6959 4.1854 1.0 0.4 -1.1
C -4.9977 1.7272 3.1471 1.3 0.3 -1.1
C -4.3060 1.9957 1.9548 -0.5 -0.8 0.8
C -1.0557 5.0930 1.3679 -1.2 0.8 0.1
C -1.7485 6.2715 1.5973 0.6 -0.7 -0.2
C -3.1222 6.0424 1.2769 0.3 -1.3 -0.3
C -3.2454 4.7249 0.8736 0.7 0.8 0.1
C -2.6866 -1.0825 -2.9753 -1.2 -0.1 0.0
C -4.0239 -1.4216 -3.0540 0.7 0.4 0.1
C -4.7734 -0.2031 -3.1386 0.4 0.2 0.4
C -3.8838 0.8421 -3.0100 -0.4 -0.5 -0.1
C -2.2185 1.6988 -5.3356 0.8 -0.6 2.2
C -1.8992 2.5024 -6.4109 2.3 2.1 -0.6
C -0.7302 3.2612 -6.0488 -2.3 -0.6 -2.3
C -0.3979 2.9116 -4.7523 -1.1 -1.6 0.9
H -3.5988 2.7174 -0.4819 0.9 -0.3 0.4
H -2.9218 1.1039 -0.4292 0.1 0.2 -0.6
H -2.6627 3.1378 -2.4552 0.7 -0.5 0.1
H -1.0917 3.2521 -1.6556 -0.4 0.3 0.3
H -1.8111 2.0078 4.0493 0.1 0.0 0.0
H -4.2062 1.4766 5.2261 0.1 0.2 0.0
H -6.0631 1.5491 3.2203 0.2 0.1 0.0
H -4.7268 2.0317 0.9604 0.1 0.0 0.2
H -0.0012 4.8520 1.3849 -0.1 0.1 0.3
H -1.3116 7.1954 1.9466 0.0 -0.1 -0.1
H -3.9557 6.7307 1.3061 0.2 0.0 0.1
H -4.1325 4.2455 0.4740 0.4 0.0 0.5
H -1.8111 -1.7160 -2.9625 -0.4 0.2 0.0
H -4.4224 -2.4205 -2.9436 0.0 0.1 -0.4
H -5.8585 -0.1138 -3.2304 0.5 0.0 0.1
H -4.0947 1.9111 -3.0047 0.2 -0.6 0.0
H -3.0531 1.0103 -5.2256 0.4 0.0 0.0
H -2.4461 2.4905 -7.3444 0.2 0.2 0.1
H -0.2200 3.9676 -6.6931 -0.1 -0.1 0.2
H 0.3922 3.2841 -4.1074 -0.1 -0.1 -0.2
C 5.9901 -1.3478 2.2673 0.4 0.6 0.3
C 5.3329 -1.7855 0.9613 1.4 -1.1 0.9
C 6.4498 -2.2052 0.0212 0.1 -0.1 0.0
O 4.6455 -0.6752 0.3830 -2.8 0.6 0.2
B 3.2806 -0.8539 0.6894 2.5 -3.2 0.4
O 3.0208 -2.1586 1.1839 -0.4 2.1 -0.6
C 4.2584 -2.8930 1.2873 1.0 -0.9 0.3
C 4.3298 -4.1881 0.4444 0.3 0.0 -0.8
C 4.3943 -3.4784 2.6982 -0.4 0.1 0.7
H 6.7192 -2.1297 2.5321 -0.3 0.4 0.2
H 5.2866 -1.1998 3.1010 0.3 0.0 -0.4
H 6.5453 -0.4077 2.1509 -0.1 -0.2 -0.2
H 7.0523 -1.3105 -0.1922 -0.1 -0.4 -0.1
H 7.1025 -2.9297 0.5396 -0.3 0.2 -0.4
H 6.0670 -2.6589 -0.9029 0.3 0.3 0.2
H 5.1679 -4.8063 0.8394 -0.5 0.5 -0.3
H 3.4300 -4.8194 0.5749 0.4 0.6 -0.2
H 4.5670 -4.0186 -0.6257 -0.6 -0.2 0.5
H 4.3551 -2.7336 3.5003 -0.1 -0.3 -0.2
H 3.5634 -4.1866 2.8670 0.4 0.2 -0.1
H 5.3433 -4.0400 2.7946 -0.5 0.4 0.0
```
Positions in Å, forces in eV/Å.

* strongest force on any atom: 0.114 Eh/bohr
* orbital gap (spin up / spin down): 5.2 / 2.4 eV
* total charge: +2
* E_LUMO (spin up / spin down): -6.61 / -9.42 eV
* E_HOMO (spin up / spin down): -0.4355 / -0.4355 Eh
* spin multiplicity: 5

Charges per atom according to Löwdin partitioning, unit e: atom 1 (Ru): 1.22, atom 2 (C): -0.12, atom 3 (C): -0.14, atom 4 (C): -0.21, atom 5 (C): -0.26, atom 6 (C): -0.16, atom 7 (C): -0.06, atom 8 (C): -0.16, atom 9 (C): -0.18, atom 10 (C): -0.19, atom 11 (H): 0.15, atom 12 (H): 0.12, atom 13 (H): 0.12, atom 14 (H): 0.06, atom 15 (H): -0.01, atom 16 (H): 0.12, atom 17 (H): 0.07, atom 18 (H): 0.13, atom 19 (H): 0.13, atom 20 (H): 0.13, atom 21 (H): 0.11, atom 22 (H): 0.13, atom 23 (H): 0.03, atom 24 (H): 0.02, atom 25 (H): 0.04, atom 26 (P): 1.13, atom 27 (P): 1.09, atom 28 (N): -0.19, atom 29 (N): -0.32, atom 30 (N): -0.30, atom 31 (N): -0.20, atom 32 (C): -0.44, atom 33 (C): -0.40, atom 34 (C): -0.16, atom 35 (C): -0.09, atom 36 (C): -0.08, atom 37 (C): -0.18, atom 38 (C): -0.15, atom 39 (C): -0.08, atom 40 (C): -0.06, atom 41 (C): -0.12, atom 42 (C): -0.12, atom 43 (C): -0.04, atom 44 (C): -0.04, atom 45 (C): -0.17, atom 46 (C): 0.02, atom 47 (C): 0.04, atom 48 (C): 0.03, atom 49 (C): 0.00, atom 50 (H): 0.06, atom 51 (H): 0.07, atom 52 (H): 0.09, atom 53 (H): 0.06, atom 54 (H): 0.09, atom 55 (H): 0.10, atom 56 (H): 0.10, atom 57 (H): 0.08, atom 58 (H): 0.09, atom 59 (H): 0.10, atom 60 (H): 0.11, atom 61 (H): 0.10, atom 62 (H): 0.09, atom 63 (H): 0.11, atom 64 (H): 0.12, atom 65 (H): 0.12, atom 66 (H): 0.14, atom 67 (H): 0.13, atom 68 (H): 0.13, atom 69 (H): 0.14, atom 70 (C): -0.02, atom 71 (C): -0.48, atom 72 (C): 0.00, atom 73 (O): 0.06, atom 74 (B): -0.61, atom 75 (O): 0.05, atom 76 (C): -0.43, atom 77 (C): -0.01, atom 78 (C): -0.03, atom 79 (H): 0.11, atom 80 (H): 0.09, atom 81 (H): 0.11, atom 82 (H): 0.11, atom 83 (H): 0.11, atom 84 (H): 0.09, atom 85 (H): 0.11, atom 86 (H): 0.08, atom 87 (H): 0.09, atom 88 (H): 0.08, atom 89 (H): 0.10, atom 90 (H): 0.11

---

Entry 2:
C25H30Cl4N6 | ωB97M-V with the def2-TZVPD basis set

Geometry as XYZ:
```
65
Properties=species:S:1:pos:R:3:forces:R:3
Cl -0.3658 2.9181 -0.0313 0.0 -0.1 0.0
C -0.3156 1.4742 1.0003 -0.2 0.7 0.1
Cl 1.3375 1.1644 1.4836 0.0 -0.1 0.1
Cl -1.3362 1.7985 2.4249 0.2 -0.1 -0.1
Cl -0.9713 0.1122 0.1129 0.1 -0.3 -0.1
C -1.3413 -4.7843 -0.7303 0.2 0.2 0.1
C -2.6154 -4.7962 -1.3627 0.0 -0.3 0.1
C -3.2412 -3.6174 -1.0625 0.2 0.2 -0.2
N -2.3859 -2.8845 -0.2812 0.1 -0.1 -0.2
C -1.2238 -3.5832 -0.0855 -0.2 0.3 0.1
H -0.5743 -5.5402 -0.7236 -0.1 -0.1 -0.1
H -3.0296 -5.6082 -1.9375 0.0 0.1 0.0
H -4.1748 -3.2051 -1.4055 -0.1 -0.1 0.1
H -2.5107 -1.9269 -0.0127 -0.2 0.0 0.1
H -0.4455 -3.1417 0.5148 0.1 -0.2 0.0
C -2.0779 4.7312 -2.7997 0.4 0.2 0.3
C -3.3089 5.4362 -2.7065 -0.1 0.2 0.2
C -3.1671 6.5936 -3.4224 0.2 0.1 -0.3
N -1.8993 6.6217 -3.9373 0.2 -0.1 0.1
C -1.2162 5.5060 -3.5300 -0.3 -0.2 -0.5
H -1.7689 3.8044 -2.3462 -0.3 -0.1 0.1
H -4.1705 5.2226 -2.0957 0.0 -0.3 -0.1
H -3.8472 7.4043 -3.6184 -0.1 0.0 0.1
H -1.5381 7.3032 -4.5803 -0.1 0.0 0.1
H -0.2189 5.2922 -3.8743 0.0 0.1 0.1
C 2.9951 -0.3371 4.4097 -0.1 -0.1 0.3
C 4.0136 -0.0607 3.4669 0.1 0.2 -0.4
C 5.0013 -0.9967 3.6339 -0.2 -0.2 0.1
N 4.5978 -1.8352 4.6372 0.1 -0.2 0.0
C 3.3718 -1.4568 5.1023 0.1 0.4 0.3
H 2.1253 0.2529 4.6472 -0.1 0.0 -0.3
H 4.0004 0.7080 2.7102 0.1 0.1 0.1
H 5.9361 -1.1788 3.1336 0.0 0.1 -0.1
H 5.1184 -2.6372 4.9442 -0.1 0.0 0.0
H 2.9128 -1.9167 5.9598 0.0 -0.2 -0.1
C -0.8986 -3.8275 4.5370 -0.2 0.0 0.5
C -1.4800 -2.9452 3.5913 0.1 -0.3 -0.3
C -1.1475 -1.6699 3.9558 -0.4 0.0 -0.3
N -0.4369 -1.7418 5.1126 0.2 -0.1 0.5
C -0.2978 -3.0505 5.4935 0.2 0.0 -0.3
H -0.9554 -4.9027 4.5604 0.0 0.0 -0.1
H -2.0599 -3.2332 2.7298 0.0 0.1 0.0
H -1.3934 -0.7429 3.4688 0.1 0.1 0.2
H -0.0844 -0.9729 5.6522 0.0 0.1 -0.2
H 0.2562 -3.3124 6.3786 0.0 0.0 0.0
C 5.1536 0.9220 -0.2359 0.0 0.1 0.3
C 5.7060 1.4279 -1.4467 -0.1 0.1 0.2
C 4.9223 0.9588 -2.4626 0.1 0.1 -0.3
N 3.9053 0.2286 -1.9211 0.0 -0.2 0.1
C 4.0400 0.2004 -0.5564 0.1 -0.3 -0.3
H 5.5249 1.0293 0.7709 0.1 0.2 -0.1
H 6.5147 2.1310 -1.5485 0.2 -0.2 0.0
H 5.0286 1.0664 -3.5289 -0.1 0.1 0.0
H 3.2599 -0.3333 -2.4474 0.0 0.1 0.0
H 3.3812 -0.3857 0.0602 0.0 0.0 0.0
C -3.1574 1.4115 -4.1440 0.5 -0.1 0.2
C -2.5720 0.6326 -3.0997 -0.1 0.1 -0.2
C -2.9691 -0.6632 -3.2860 0.1 -0.1 0.0
N -3.7700 -0.7035 -4.3966 0.1 0.0 0.1
C -3.8720 0.5536 -4.9291 -0.3 0.0 -0.1
H -2.9766 2.4602 -4.3128 -0.2 0.0 0.0
H -1.9319 0.9748 -2.3049 0.0 0.1 -0.1
H -2.6806 -1.5608 -2.7600 -0.2 0.0 0.0
H -4.1968 -1.5316 -4.7703 0.0 0.0 0.0
H -4.4784 0.7435 -5.7982 0.0 0.0 0.0
```
Positions in Å, forces in eV/Å.

* relative energy (zero: lowest compared OMol25 entry of this formula, charge and spin): 0.00 kJ/mol
* strongest force on any atom: 0.014 Eh/bohr
* orbital gap: 8.5 eV
* E_LUMO: 0.34 eV
* E_HOMO: -0.3013 Eh
* spin multiplicity: 1

Charges per atom according to natural (NBO) partitioning, unit e: atom 1 (Cl): 0.06, atom 2 (C): -0.22, atom 3 (Cl): 0.08, atom 4 (Cl): 0.04, atom 5 (Cl): 0.05, atom 6 (C): -0.31, atom 7 (C): -0.29, atom 8 (C): -0.09, atom 9 (N): -0.52, atom 10 (C): -0.07, atom 11 (H): 0.22, atom 12 (H): 0.22, atom 13 (H): 0.21, atom 14 (H): 0.41, atom 15 (H): 0.22, atom 16 (C): -0.32, atom 17 (C): -0.30, atom 18 (C): -0.08, atom 19 (N): -0.51, atom 20 (C): -0.08, atom 21 (H): 0.22, atom 22 (H): 0.22, atom 23 (H): 0.21, atom 24 (H): 0.41, atom 25 (H): 0.21, atom 26 (C): -0.30, atom 27 (C): -0.32, atom 28 (C): -0.07, atom 29 (N): -0.50, atom 30 (C): -0.08, atom 31 (H): 0.21, atom 32 (H): 0.22, atom 33 (H): 0.21, atom 34 (H): 0.41, atom 35 (H): 0.21, atom 36 (C): -0.31, atom 37 (C): -0.30, atom 38 (C): -0.08, atom 39 (N): -0.50, atom 40 (C): -0.08, atom 41 (H): 0.22, atom 42 (H): 0.22, atom 43 (H): 0.21, atom 44 (H): 0.41, atom 45 (H): 0.21, atom 46 (C): -0.30, atom 47 (C): -0.31, atom 48 (C): -0.07, atom 49 (N): -0.51, atom 50 (C): -0.08, atom 51 (H): 0.22, atom 52 (H): 0.22, atom 53 (H): 0.21, atom 54 (H): 0.41, atom 55 (H): 0.22, atom 56 (C): -0.31, atom 57 (C): -0.30, atom 58 (C): -0.09, atom 59 (N): -0.51, atom 60 (C): -0.08, atom 61 (H): 0.23, atom 62 (H): 0.22, atom 63 (H): 0.21, atom 64 (H): 0.41, atom 65 (H): 0.21

---

> Among the records above, which one has the lowest strongest force on any atom?

C25H30Cl4N6